No. 1
The following is a DFT calculation (ωB97M-V/def2-TZVPD) of 2 unconnected molecules or ions with the total composition C13H20N3O7 in a non-equilibrium geometry.

net charge = -1
energy relative to the best compared isomer or geometry (same formula, charge and spin) = 1340.55 kJ/mol
LUMO level = 0.48 eV
energy = -32599.562 eV
HOMO energy = -1.95 eV

Element x y z (Å)
C  3.220  0.874  1.070
C  2.657  -0.639  1.504
O  3.513  -1.204  2.576
C  1.087  -0.413  1.951
O  0.445  -1.664  2.449
N  -0.888  -1.389  2.631
C  -1.892  -1.816  1.806
N  -1.441  -2.706  0.627
N  -3.367  -1.583  1.928
C  -3.766  -0.425  2.793
C  -3.226  1.047  2.325
C  -3.562  1.374  0.744
O  -4.890  0.908  0.316
H  3.131  1.067  -0.095
H  2.506  1.642  1.599
H  4.348  1.023  1.428
H  2.648  -1.375  0.565
H  3.512  -2.199  2.376
H  0.507  -0.110  0.954
H  0.992  0.411  2.792
H  -1.116  -0.815  3.469
H  -0.927  -2.146  -0.087
H  -2.261  -3.215  0.225
H  -3.792  -1.410  0.985
H  -4.942  -0.388  2.880
H  -3.372  -0.586  3.908
H  -3.855  1.844  2.954
H  -2.092  1.262  2.617
H  -2.678  1.024  0.036
H  -3.582  2.565  0.665
H  -5.240  1.480  -0.453
C  3.696  0.376  -3.880
C  3.528  1.160  -4.959
C  2.067  1.493  -5.243
O  1.687  2.254  -6.139
C  1.023  0.860  -4.395
C  1.191  0.065  -3.324
C  2.656  -0.181  -2.975
O  3.040  -0.819  -1.990
O  0.299  -0.476  -2.600
O  4.418  1.635  -5.729
H  4.702  0.094  -3.591
H  0.015  1.098  -4.714

No. 2
The following is a DFT calculation (ωB97M-V/def2-TZVPD) of 5 unconnected molecules or ions with the total composition C3H13N2O4 in a non-equilibrium geometry.

net charge = 0
energy relative to the best compared isomer or geometry (same formula, charge and spin) = 31.13 kJ/mol
LUMO level (alpha / beta) = 0.53 / 0.50 eV
spin multiplicity = 2
energy = -14489.133 eV
HOMO energy (alpha / beta) = -3.67 / -7.78 eV

Element x y z (Å)
C  -0.979  0.036  -1.496
C  -0.855  -0.895  -0.538
N  0.439  -0.868  -0.044
C  1.052  0.278  -0.564
N  0.183  0.831  -1.502
H  -1.843  0.357  -2.056
H  -1.574  -1.637  -0.236
H  0.659  -1.383  0.780
H  2.072  0.475  -0.352
H  0.496  1.430  -2.243
H  1.856  -1.060  3.237
H  1.404  0.366  2.874
O  1.432  -0.539  2.546
H  1.338  -0.327  -3.661
H  2.819  -0.276  -3.287
O  2.099  0.264  -3.640
H  -2.501  -1.692  2.578
H  -1.113  -2.167  3.283
O  -1.584  -1.507  2.777
H  -1.821  3.215  1.229
H  -2.100  2.349  -0.153
O  -1.479  2.747  0.468

No. 3
The following is a DFT calculation (ωB97M-V/def2-TZVPD) of a single C4H11NO molecule in a non-equilibrium geometry.

net charge = 0
structure (SMILES) = CNCCCO
energy relative to the best compared isomer or geometry (same formula, charge and spin) = 324.81 kJ/mol
LUMO level = 0.85 eV
energy = -7861.187 eV
HOMO energy = -9.24 eV

Element x y z (Å)
C  0.536  1.953  0.465
C  0.508  -0.580  0.755
C  -0.909  -1.019  0.307
C  -0.941  -1.181  -1.192
H  0.938  2.520  1.571
H  0.866  2.634  -0.590
H  -0.721  1.872  0.507
H  2.002  0.757  0.481
H  0.571  -0.479  1.886
H  1.127  -1.519  0.530
H  -1.743  -0.372  0.610
H  -1.036  -2.110  0.737
H  -0.055  -1.900  -1.448
H  -1.807  -1.678  -1.566
H  0.167  0.432  -1.309
N  1.078  0.684  0.151
O  -0.583  -0.015  -1.894

No. 4
The following is a DFT calculation (ωB97M-V/def2-TZVPD) of a single C2H3NS2 molecule in a non-equilibrium geometry.

net charge = 0
structure (SMILES) = NC(=S)C=S
energy relative to the best compared isomer or geometry (same formula, charge and spin) = 40.00 kJ/mol
LUMO level = -1.48 eV
energy = -25282.155 eV
HOMO energy = -8.82 eV

Element x y z (Å)
C  0.664  -1.408  -0.295
C  -0.534  -0.545  -0.172
N  -0.267  0.794  -0.025
S  2.111  -0.886  0.110
S  -2.020  -1.113  0.099
H  0.505  -2.418  -0.623
H  0.558  1.269  -0.369
H  -0.969  1.584  -0.019

No. 5
The following is a DFT calculation (ωB97M-V/def2-TZVPD) of a single C9H12BNO molecule in a non-equilibrium geometry.

net charge = 0
energy relative to the best compared isomer or geometry (same formula, charge and spin) = 150.15 kJ/mol
LUMO level = 0.62 eV
energy = -13739.947 eV
HOMO energy = -6.94 eV

Element x y z (Å)
B  -0.101  0.003  -0.143
C  -1.948  -3.093  -0.632
C  -2.608  -2.509  0.473
C  -1.052  -2.171  -1.057
C  -2.024  -1.256  0.788
C  -2.552  -0.303  1.785
C  -1.869  0.862  2.184
C  -0.475  0.997  1.860
C  2.224  1.161  -2.679
C  1.718  1.266  -1.200
N  -1.060  -1.051  -0.217
O  0.759  0.192  -1.082
H  -2.362  -3.918  -1.160
H  -3.313  -3.015  1.021
H  -0.279  -2.229  -1.830
H  -3.402  -0.727  2.262
H  -2.396  1.692  2.696
H  0.115  0.150  2.351
H  -0.116  1.946  2.029
H  2.012  0.160  -3.081
H  1.548  1.903  -3.202
H  3.325  1.417  -2.835
H  1.212  2.270  -1.060
H  2.482  1.001  -0.532